Entry 1:
Density functional theory data (ωB97M-V with the def2-TZVPD basis set) for a 6-piece molecular cluster, C30H80N6O13 overall.

Structure (ORCA input):
```
! wB97M-V def2-TZVPD RIJCOSX def2/J DEFGRID3
* xyz 4 1
C 5.4444 1.3588 2.8600
O 4.5459 1.8162 1.8366
C 4.1514 0.8602 0.8394
C 3.7328 1.6047 -0.4466
N 2.8913 2.8770 -0.0764
H 2.0702 2.5359 0.4028
H 3.4882 3.2134 0.6657
C 2.5052 3.8772 -1.1826
C 2.1464 5.3314 -0.7137
O 3.1950 5.5863 0.3067
C 3.3071 6.9946 0.7115
H 4.9843 0.4838 3.3192
H 5.5140 2.1280 3.6292
H 6.4029 1.0663 2.4313
H 3.4455 0.1479 1.2665
H 5.0661 0.3328 0.5689
H 3.1193 1.1008 -1.1935
H 4.6241 2.0115 -0.9244
H 1.6097 3.4332 -1.6175
H 3.3224 3.7839 -1.8979
H 1.1562 5.3309 -0.2580
H 2.2088 6.0365 -1.5426
H 4.2427 7.1515 1.2484
H 2.4094 7.3625 1.2084
H 3.4405 7.6716 -0.1323
C -2.3347 0.0333 -1.1007
O -3.5899 -0.0286 -1.8107
C -3.3948 -0.5603 -3.1459
C -4.6792 -1.1479 -3.7998
N -5.1365 -2.5298 -3.2843
H -5.9243 -2.8952 -3.8000
H -4.3527 -3.1073 -3.5531
C -5.2681 -2.5314 -1.7479
C -6.0500 -3.8056 -1.2002
O -5.3599 -4.9502 -1.4971
C -6.0353 -6.0992 -1.0651
H -1.5788 0.4958 -1.7354
H -1.9257 -0.9308 -0.7984
H -2.3581 0.6709 -0.2169
H -2.6611 -1.3517 -2.9929
H -3.0108 0.2678 -3.7415
H -4.5489 -1.2171 -4.8798
H -5.5311 -0.4766 -3.6918
H -5.7652 -1.6069 -1.4540
H -4.2234 -2.5412 -1.4371
H -7.0727 -3.8558 -1.5740
H -6.2080 -3.8607 -0.1231
H -5.6412 -7.0035 -1.5290
H -7.0664 -6.2061 -1.4019
H -5.8517 -6.3447 -0.0191
C 0.7528 -1.3730 -2.8971
O 1.5276 -2.5227 -2.4699
C 0.8669 -3.1098 -1.3807
C 1.5267 -4.4792 -1.1102
N 3.0333 -4.3849 -1.1418
H 3.3946 -5.2009 -1.6148
H 3.2564 -3.7539 -1.8982
C 3.7627 -4.0438 0.1265
C 4.9844 -3.1806 -0.2547
O 4.6241 -2.0688 -1.1481
C 5.7816 -1.4724 -1.6825
H -0.2797 -1.6585 -3.0983
H 1.0663 -0.9510 -3.8520
H 0.6472 -0.5650 -2.1732
H -0.1503 -3.3919 -1.6524
H 0.8185 -2.5179 -0.4667
H 1.2691 -5.2226 -1.8646
H 1.2879 -4.9355 -0.1495
H 3.9749 -5.0195 0.5636
H 3.0810 -3.5875 0.8443
H 5.8481 -3.7760 -0.5507
H 5.3276 -2.7148 0.6691
H 6.5389 -1.3718 -0.9050
H 5.6766 -0.5011 -2.1659
H 6.1828 -2.1690 -2.4186
C 0.0978 4.2287 -3.7237
O -0.5665 4.5425 -2.4790
C -1.8912 3.9671 -2.4424
C -2.4655 4.0159 -1.0480
N -2.3058 5.3330 -0.3670
H -1.3589 5.6846 -0.3690
H -2.7888 6.0441 -0.8972
C -2.8754 5.4521 1.0793
C -2.0163 4.6774 2.1226
O -0.7685 5.3948 2.1912
C 0.2071 4.8187 3.0066
H 0.0759 3.1434 -3.8229
H 1.1661 4.4394 -3.6739
H -0.3777 4.7042 -4.5815
H -1.8956 2.9190 -2.7418
H -2.5976 4.4518 -3.1163
H -1.9623 3.3840 -0.3162
H -3.5228 3.7585 -1.1102
H -3.8720 5.0107 1.0851
H -3.0453 6.5195 1.2202
H -1.8594 3.6281 1.8725
H -2.4748 4.6507 3.1111
H -0.1755 4.1135 3.7444
H 0.8723 5.4254 3.6210
H 0.7917 4.2836 2.2582
C 3.3003 -2.2625 3.8484
O 2.0034 -1.6331 3.6776
C 1.1299 -1.8183 4.7821
C -0.2910 -1.5065 4.3343
N -0.6561 -2.1386 2.9499
H -0.1129 -1.7942 2.1712
H -0.5061 -3.1374 2.9499
C -2.1131 -1.9555 2.6005
C -2.4241 -2.8269 1.3634
O -2.1223 -4.1056 1.7653
C -2.9819 -5.1252 1.2784
H 3.9939 -1.9261 3.0778
H 3.2089 -3.3472 3.7925
H 3.7635 -2.0533 4.8126
H 1.4587 -1.4073 5.7365
H 1.1165 -2.8903 4.9793
H -0.5102 -0.4451 4.2183
H -0.9672 -1.9145 5.0855
H -2.2130 -0.9079 2.3166
H -2.7616 -2.1058 3.4636
H -1.8413 -2.4956 0.5039
H -3.4042 -2.6167 0.9352
H -2.8182 -5.4152 0.2405
H -4.0111 -4.7727 1.3454
H -2.7846 -6.0922 1.7411
N 0.0151 0.8845 1.1302
O 0.3481 1.7690 0.3969
O 0.2081 -0.2128 0.7086
O -0.6742 1.1196 2.1531
*
```

The value obtained for the HOMO energy is -0.648 Ha. Its HOMO-LUMO gap is 0.3484 Eh. The LUMO energy is -8.153 eV.

These are the Löwdin partial charges, in e, on atoms 1 to 8:
1. C -0.040
2. O -0.212
3. C -0.173
4. C -0.035
5. N 0.068
6. H 0.097
7. H 0.134
8. C -0.060

***

Entry 2:
Density functional theory data (ωB97M-V with the def2-TZVPD basis set) for C29H22GeI2NO2Ti as an isolated structure.

Structure (ORCA input):
```
! wB97M-V def2-TZVPD RIJCOSX def2/J DEFGRID3
* xyz -1 1
Ti -0.3745 0.2665 -0.0919
I -1.1199 5.5106 0.1505
C -0.6103 4.1717 1.6691
C -0.3757 4.6366 2.9681
C -0.0556 3.7826 3.9897
I 0.2628 4.5745 5.9040
C 0.0727 2.3937 3.7408
C 0.4380 1.4039 4.6773
C 0.5726 0.0986 4.2840
C 0.3531 -0.2433 2.9439
N -0.0002 0.6557 2.0537
C -0.1638 1.9487 2.4243
C -0.5674 2.8197 1.3430
O -0.7950 2.3096 0.1873
H -0.4554 5.6988 3.1581
H 0.6141 1.6880 5.7069
H 0.8508 -0.6707 4.9910
H 0.4546 -1.2584 2.5838
C 2.6516 -0.1514 -0.3752
O 1.3376 -0.5624 -0.5581
H 3.3227 -1.0133 -0.2487
H 2.7921 0.4872 0.5127
H 3.0330 0.4204 -1.2334
C -1.7295 -0.7937 0.0855
Ge -2.5604 -0.9618 -1.5635
C -2.5501 -2.8019 -2.2864
C -3.6833 -3.5560 -2.5855
C -3.5801 -4.8839 -2.9888
C -2.3343 -5.4839 -3.0966
C -1.1946 -4.7557 -2.7770
C -1.3050 -3.4343 -2.3665
C -4.3478 -0.1234 -1.6819
C -5.3317 -0.4086 -2.6275
C -6.5386 0.2825 -2.6397
C -6.7763 1.2845 -1.7084
C -5.8034 1.5876 -0.7646
C -4.6058 0.8836 -0.7494
C -1.4380 0.1546 -2.7912
C -1.3818 1.5315 -2.5538
C -0.5324 2.3619 -3.2841
C 0.2552 1.8296 -4.2894
C 0.1987 0.4645 -4.5567
C -0.6248 -0.3611 -3.8089
H -4.6689 -3.1142 -2.4901
H -4.4772 -5.4500 -3.2129
H -2.2509 -6.5173 -3.4123
H -0.2178 -5.2223 -2.8323
H -0.4148 -2.8906 -2.0653
H -5.1560 -1.1636 -3.3868
H -7.2910 0.0409 -3.3819
H -7.7145 1.8268 -1.7188
H -5.9780 2.3698 -0.0351
H -3.8576 1.0956 0.0099
H -2.0077 1.9763 -1.7891
H -0.4953 3.4201 -3.0546
H 0.9156 2.4696 -4.8623
H 0.8120 0.0424 -5.3447
H -0.6377 -1.4230 -4.0221
*
```

The value obtained for the HOMO energy is -0.138 Ha. Its HOMO-LUMO gap is 0.2107 Eh. The LUMO energy is 1.984 eV.

These are the natural (NBO) partial charges, in e, on atoms 1 to 8:
1. Ti 1.315
2. I 0.120
3. C -0.287
4. C -0.219
5. C -0.195
6. I 0.097
7. C -0.116
8. C -0.137

***

Entry 3:
Density functional theory data (ωB97M-V with the def2-TZVPD basis set) for a 7-piece molecular cluster, C30H73N7O4 overall.

Structure (ORCA input):
```
! wB97M-V def2-TZVPD RIJCOSX def2/J DEFGRID3
* xyz 0 1
C -3.4906 -2.0088 -1.7209
C -2.1428 -1.3799 -1.4510
N -1.7685 -1.2853 -0.0378
C -0.8414 -0.1977 0.1824
C 0.5494 -0.4965 -0.3592
C -2.7815 -1.3665 0.9841
C -2.2304 -1.8351 2.3345
H -3.6243 -2.1407 -2.7949
H -4.3353 -1.4385 -1.3407
H -3.4629 -3.0070 -1.2772
H -1.3964 -1.9956 -1.9609
H -2.0964 -0.3893 -1.9369
H -1.2096 0.6912 -0.3595
H -0.7098 0.0649 1.2299
H 1.1445 0.4235 -0.3620
H 1.0722 -1.2862 0.1770
H 0.5208 -0.7714 -1.4175
H -3.5910 -2.0254 0.6806
H -3.3359 -0.4179 1.1578
H -1.3914 -2.5152 2.1904
H -3.0532 -2.3313 2.8502
H -1.8879 -1.0138 2.9586
C 2.1702 6.3819 3.6356
C 2.0611 5.5065 2.3886
N 3.2404 4.6861 2.1729
C 2.9809 3.4808 1.4072
C 2.4435 2.3675 2.3111
C 4.4295 5.4023 1.8043
C 5.6982 4.6932 2.2748
H 2.6833 5.8324 4.4251
H 1.1928 6.7146 3.9773
H 2.7959 7.2501 3.4211
H 1.2137 4.8275 2.5086
H 1.8462 6.1379 1.5075
H 2.2047 3.6837 0.6494
H 3.9081 3.1501 0.9452
H 3.1962 2.1003 3.0505
H 1.5469 2.7299 2.8156
H 2.1553 1.5048 1.7048
H 4.3983 6.4101 2.2177
H 4.5093 5.5853 0.7141
H 5.6741 4.5847 3.3578
H 6.5791 5.2908 2.0192
H 5.8458 3.7336 1.7813
C 7.2197 -1.8162 -2.2524
C 5.7307 -1.8590 -2.5675
N 5.2944 -3.0988 -3.1792
C 6.0507 -3.5041 -4.3501
C 5.9317 -2.5955 -5.5797
C 3.8686 -3.1364 -3.4322
C 3.0419 -2.9861 -2.1622
H 7.5237 -2.6007 -1.5643
H 7.4964 -0.8276 -1.8795
H 7.8217 -1.8849 -3.1634
H 5.2190 -1.7243 -1.6141
H 5.4708 -0.9813 -3.1873
H 7.1127 -3.6216 -4.1558
H 5.6564 -4.4828 -4.6394
H 6.1018 -1.5518 -5.3037
H 6.6894 -2.8566 -6.3203
H 4.9632 -2.6568 -6.0761
H 3.6468 -4.0971 -3.9043
H 3.5521 -2.3581 -4.1494
H 3.0811 -1.9495 -1.8271
H 3.3296 -3.6962 -1.3908
H 1.9817 -3.1526 -2.3799
C 0.6953 0.0036 4.0445
N -0.1448 0.4274 5.1742
C -1.2514 1.2818 4.8846
C 0.1092 -0.0057 6.4349
O 1.0302 -0.7297 6.7465
H 1.1771 -0.9622 4.1009
H 1.3127 0.8621 3.7964
H -0.0583 -0.0609 3.2535
H -0.8589 2.2078 4.4477
H -1.9852 0.9280 4.1461
H -1.8470 1.4963 5.7685
H -0.6218 0.3758 7.1684
C -5.2824 -0.5866 -6.3921
N -6.4108 -0.3794 -5.5274
C -6.1272 -0.0723 -4.1427
C -7.6846 -0.4349 -5.9892
O -8.6768 -0.1827 -5.3438
H -4.6828 -1.4510 -6.0676
H -4.5773 0.2503 -6.3485
H -5.5508 -0.7695 -7.4290
H -5.3573 0.6926 -4.0553
H -7.0352 0.2827 -3.6600
H -5.8426 -0.9931 -3.6245
H -7.7485 -0.7246 -7.0516
C -1.2043 4.8851 -0.0133
N -1.7478 4.5544 1.2642
C -1.4721 3.2477 1.8013
C -2.3944 5.4651 2.0318
O -2.8201 5.2616 3.1480
H -1.3973 5.9351 -0.2367
H -1.7353 4.3357 -0.8048
H -0.1413 4.6679 -0.1227
H -1.9689 2.4359 1.2458
H -0.4248 2.9893 1.5948
H -1.7943 3.2183 2.8326
H -2.5031 6.4381 1.5194
C -5.6743 -6.0405 0.9760
N -4.3037 -6.2380 1.3849
C -3.5345 -5.0478 1.6217
C -3.7393 -7.4704 1.4151
O -2.6151 -7.7157 1.7873
H -6.1374 -6.9870 0.7091
H -5.7197 -5.3792 0.1023
H -6.2475 -5.5554 1.7701
H -2.5460 -5.2835 1.9937
H -3.4103 -4.5041 0.6661
H -4.1135 -4.3055 2.1762
H -4.4311 -8.2563 1.0645
*
```

Its structure (SMILES) is CCN(CC)CC.CCN(CC)CC.CCN(CC)CC.CN(C)C=O.CN(C)C=O.CN(C)C=O.CN(C)C=O. The value obtained for the HOMO energy is -0.308 Ha. Its HOMO-LUMO gap is 0.3151 Eh. The LUMO energy is 0.196 eV.

These are the Löwdin partial charges, in e, on atoms 1 to 8:
1. C -0.099
2. C -0.246
3. N -0.176
4. C -0.271
5. C -0.083
6. C -0.266
7. C -0.070
8. H 0.068

***

Entry 4:
Density functional theory data (ωB97M-V with the def2-TZVPD basis set) for C13H26N2O3 as an isolated structure.

Structure (ORCA input):
```
! wB97M-V def2-TZVPD RIJCOSX def2/J DEFGRID3
* xyz 0 1
C 0.6937 0.5397 3.9864
H 1.2798 0.2775 4.6938
H -0.3445 0.1148 3.9628
H 0.5442 1.7344 3.9671
O 1.1796 0.3925 2.8043
C 0.6731 0.5643 1.7456
O -0.3229 1.1311 1.8260
C 1.3837 0.1762 0.3104
N 0.4197 -0.0221 -0.7003
C -0.1443 -1.3260 -0.9925
O 0.5912 -2.4402 -0.7839
C -1.2161 -1.2185 -1.9530
N -1.4936 -2.3377 -2.6149
H -0.8643 -3.3128 -2.2743
H -2.3384 -2.6711 -2.9169
C -2.4791 -1.2532 -0.7871
H -2.4049 -0.4312 0.0094
C -3.8365 -0.8178 -1.4860
C -5.0678 -1.0565 -0.7969
H -5.0160 -2.2148 -0.3538
H -5.9325 -0.6693 -1.1287
H -4.7497 -0.6098 0.3156
C -3.7726 0.6101 -2.0486
H -4.6907 0.8152 -2.3827
H -2.9829 1.0624 -2.9415
H -3.7511 1.3053 -1.1656
H -4.0797 -1.3184 -2.3405
H -2.6170 -2.1731 -0.5528
H -1.2475 -0.4939 -2.4216
H -0.2435 0.6343 -0.8113
H 1.8543 -0.9068 0.4476
C 2.4271 1.2100 -0.1189
H 1.9121 1.9868 -0.3337
H 2.7864 0.7798 -0.9382
C 3.5692 1.3508 0.9556
C 4.5771 2.2625 0.1409
H 3.9395 3.4447 0.0039
H 5.3490 2.3549 1.1036
H 4.9916 1.9948 -0.6442
C 4.5146 -0.0576 1.1707
H 5.1315 0.1229 1.8812
H 3.9068 -0.8625 1.8445
H 4.7332 -0.4180 0.3473
H 3.1386 1.7462 1.9712
*
```

The value obtained for the HOMO energy is -0.314 Ha. Its HOMO-LUMO gap is 0.3416 Eh. The LUMO energy is 0.761 eV.

These are the natural (NBO) partial charges, in e, on atoms 1 to 8:
1. C -0.215
2. H 0.177
3. H 0.195
4. H 0.169
5. O -0.469
6. C 0.785
7. O -0.649
8. C -0.114

***

Entry 5:
Density functional theory data (ωB97M-V with the def2-TZVPD basis set) for a 12-piece molecular cluster, C19H62N10O12 overall.

Structure (ORCA input):
```
! wB97M-V def2-TZVPD RIJCOSX def2/J DEFGRID3
* xyz 0 1
N -6.0888 6.2605 16.8358
C -6.6920 5.4264 16.0385
N -7.7909 5.8894 15.4971
O -6.1747 4.1316 15.8530
H -5.2580 5.8941 17.2404
H -6.3961 7.1642 17.2334
H -8.3282 5.2740 14.9590
H -8.1615 6.8138 15.4952
N -8.3000 5.8972 18.9712
C -8.9699 4.7752 18.9056
N -9.2308 4.3514 17.7495
O -9.3450 4.1380 20.0373
H -8.1847 6.0521 19.9791
H -7.7075 6.2334 18.2618
H -9.9277 3.6235 17.6609
H -9.0448 4.9643 16.9842
N -8.3048 1.6053 19.8837
C -8.3624 0.9134 18.7564
N -8.1635 1.8080 17.7727
O -8.3932 -0.4620 18.7503
H -8.3477 1.0857 20.7720
H -8.6995 2.5798 19.9828
H -7.7984 1.5468 16.8182
H -8.2838 2.7811 17.9104
N -10.4559 7.4986 18.2190
C -10.4156 8.7565 18.4079
N -11.3506 9.3353 17.6949
O -9.3707 9.3579 19.0063
H -9.6561 6.8889 18.4822
H -11.2166 7.0186 17.7014
H -11.2084 10.2920 17.4357
H -12.0493 8.7704 17.2271
N -6.2457 3.1228 20.2671
C -5.5920 3.6904 19.2727
N -5.7526 2.8914 18.2442
O -4.8587 4.8987 19.2694
H -6.4263 3.7931 21.0348
H -7.0049 2.3288 20.1561
H -5.5172 3.2941 17.3573
H -6.5871 2.2389 18.1984
C -5.7834 3.8032 23.5760
C -6.4991 5.1253 23.4138
O -6.8361 5.3312 22.0629
H -5.7296 3.6036 24.6283
H -4.8269 3.7558 23.1628
H -6.2804 2.9303 23.1453
H -5.8520 5.8886 23.7424
H -7.4774 5.0843 23.9480
H -7.6657 5.8391 22.0769
C -12.6847 2.9345 19.8820
C -11.8308 1.8500 19.1591
O -11.3894 2.3363 17.9176
H -13.6019 3.0914 19.2368
H -12.2052 3.8881 19.9358
H -13.0583 2.5759 20.8752
H -12.4407 0.9408 19.0583
H -10.9612 1.6036 19.8296
H -11.2353 1.5506 17.3864
C -5.1510 8.1653 19.3507
C -6.2350 9.1201 18.7581
O -7.1051 8.4179 17.9302
H -4.3757 8.8749 19.6729
H -4.6583 7.4814 18.6685
H -5.4514 7.7788 20.3023
H -5.7310 9.8709 18.1509
H -6.7932 9.7297 19.4128
H -7.9268 8.9315 17.7741
C -11.0363 3.1061 22.8642
C -9.7694 3.8276 23.3373
O -9.1154 2.8989 24.0791
H -11.7600 3.7534 22.4762
H -11.5475 2.6146 23.6973
H -10.8453 2.3433 22.0765
H -9.9059 4.6731 23.8693
H -9.1324 4.0975 22.4864
H -8.1521 3.0318 24.1754
C -11.7375 4.6805 15.8318
C -12.4640 5.1366 17.2135
O -12.6402 6.5253 17.1626
H -11.4821 3.6032 15.8435
H -10.8020 5.2354 15.7329
H -12.3919 4.8761 14.9565
H -11.7547 4.8263 17.9461
H -13.4263 4.6311 17.3778
H -13.3933 6.7433 16.5786
C -7.8856 8.3763 22.0286
C -9.2990 7.8710 22.1907
O -9.3851 6.4884 22.0228
H -7.8682 9.4773 22.0772
H -7.5191 8.0989 21.0806
H -7.4099 8.0124 22.9438
H -9.8975 8.3261 21.4060
H -9.7199 8.2539 23.1209
H -10.1540 6.3308 21.5037
C -8.9019 1.7238 14.7977
C -7.7124 1.0160 14.2548
O -6.9059 0.8399 15.4488
H -8.6944 2.6375 15.3918
H -9.3409 1.0126 15.5728
H -9.6662 2.0261 14.0804
H -7.0946 1.6715 13.5335
H -7.9351 0.0452 13.8343
H -6.0965 0.3616 15.1494
*
```

Its structure (SMILES) is NC(N)=O.NC(N)=O.NC(N)=O.NC(N)=O.NC(N)=O.CCO.CCO.CCO.CCO.CCO.CCO.CCO. The value obtained for the HOMO energy is -0.297 Ha. Its HOMO-LUMO gap is 0.2853 Eh. The LUMO energy is -0.325 eV.

These are the Löwdin partial charges, in e, on atoms 1 to 8:
1. N 0.184
2. C -0.564
3. N 0.166
4. O -0.131
5. H 0.084
6. H 0.057
7. H 0.086
8. H 0.119

***

| no. | energy (a.u.) |
| --- | --- |
| 1 | -2496.00975 |
| 2 | -4845.34342 |
| 3 | -1871.02169 |
| 4 | -845.66777 |
| 5 | -2211.44499 |